(1)
DFT (wB97M-V/def2-TZVPD) results for one molecule with the formula C16H18N4O3 at a distorted geometry.

E_HOMO: -8.29 eV
total charge: 0
E_tot: -28985.705 eV
SMILES: CCn1nc(C)c(/C=N\NC(=O)c2ccc3c(c2)OCO3)c1C
energy above the lowest of the compared OMol25 structures with the same formula, charge and spin: 67.5 kcal/mol

Last column: natural (NBO) charge in e.
Atoms and positions in Å:
C (0.329201, 3.411161, 2.148668)  -0.61
H (0.765190, 2.881469, 2.992482)  0.20
H (-0.728455, 3.565472, 2.344690)  0.22
H (0.814668, 4.378583, 2.055528)  0.21
C (0.501645, 2.612870, 0.858660)  -0.21
N (-0.169948, 1.343859, 0.932144)  -0.17
C (0.318834, 0.158305, 1.346217)  0.22
C (-0.719172, -0.761718, 1.216966)  -0.26
C (-1.820726, 0.005570, 0.749131)  0.19
N (-1.459725, 1.262670, 0.597490)  -0.29
C (-3.223735, -0.425524, 0.521013)  -0.65
H (-3.528986, -1.143338, 1.280186)  0.22
H (-3.873717, 0.444419, 0.557874)  0.23
H (-3.333837, -0.894650, -0.455910)  0.23
C (-0.667111, -2.160611, 1.579579)  0.09
N (-1.175261, -3.197257, 1.042409)  -0.25
N (-1.859936, -3.188804, -0.137764)  -0.47
C (-1.650522, -2.559907, -1.330122)  0.65
O (-2.426022, -2.745548, -2.249554)  -0.60
C (-0.427378, -1.719018, -1.464371)  -0.14
C (0.816420, -2.229375, -1.118490)  -0.19
C (1.975794, -1.474493, -1.268837)  -0.27
C (1.831416, -0.202830, -1.767272)  0.23
C (0.585300, 0.302195, -2.144400)  0.29
C (-0.559497, -0.441164, -2.020245)  -0.24
H (-1.520817, -0.058731, -2.316765)  0.25
O (0.737569, 1.581964, -2.608603)  -0.49
C (2.121698, 1.845029, -2.573161)  0.24
O (2.790668, 0.756174, -1.972161)  -0.48
H (2.310485, 2.759488, -1.990505)  0.16
H (2.498935, 1.987468, -3.600052)  0.16
H (2.943650, -1.865222, -1.003489)  0.23
H (0.892167, -3.232925, -0.728688)  0.23
H (-2.563027, -3.920399, -0.169396)  0.40
H (-0.105217, -2.395617, 2.479041)  0.19
C (1.720374, -0.031232, 1.797716)  -0.66
H (1.891006, -1.076376, 2.038687)  0.23
H (2.425240, 0.259390, 1.019128)  0.23
H (1.925019, 0.570786, 2.683418)  0.23
H (0.056261, 3.158495, 0.023179)  0.23
H (1.561550, 2.439370, 0.655577)  0.20

Cartesian forces (eV/Å) of the 2 atoms listed first:
C 0.037 -0.109 -0.207
H 0.043 -0.029 0.096



(2)
DFT (wB97M-V/def2-TZVPD) results for C20H17BrN5O2Pd as an isolated structure.

E_HOMO (alpha / beta): -17.01 / -17.93 eV
spin multiplicity: 5
total charge: +3
E_tot: -106055.969 eV

Last column: natural (NBO) charge in e.
Atoms and positions in Å:
Pd (0.046118, 0.283019, 0.826046)  1.28
Br (-3.476841, 6.473111, -1.778006)  0.39
C (-2.317619, 5.142346, -1.336490)  -0.08
C (-0.939112, 5.229195, -1.659527)  -0.18
C (-0.098145, 4.217938, -1.327210)  -0.16
C (-0.546854, 3.033893, -0.618564)  0.48
O (0.287924, 2.151478, -0.342873)  -0.61
C (-1.974315, 2.946229, -0.293390)  -0.18
C (-2.626563, 1.848354, 0.325808)  0.25
N (-2.071721, 0.736150, 0.763860)  -0.53
C (-2.846489, -0.259936, 1.302538)  0.27
C (-4.185379, -0.118976, 1.750276)  -0.17
C (-4.905052, -1.207354, 2.174207)  -0.15
C (-4.324577, -2.489381, 2.180120)  0.07
C (-2.973330, -2.679438, 1.800992)  -0.15
C (-2.362253, -3.948925, 1.808172)  -0.04
C (-1.040448, -4.046792, 1.435490)  -0.20
C (-0.348616, -2.885470, 1.093906)  0.12
N (-0.909815, -1.677821, 1.078631)  -0.49
C (-2.211180, -1.568901, 1.407867)  0.24
C (-2.810602, 3.995072, -0.670997)  -0.05
H (-0.573614, 6.106063, -2.178187)  0.28
H (0.954910, 4.258170, -1.573036)  0.26
H (-3.707114, 1.947933, 0.394822)  0.21
H (-4.651398, 0.855819, 1.777748)  0.25
H (-5.927326, -1.090716, 2.508179)  0.28
H (-4.913572, -3.342564, 2.495916)  0.26
H (-2.927556, -4.824985, 2.101154)  0.27
H (-0.530309, -4.999649, 1.416109)  0.28
H (0.698487, -2.930472, 0.822991)  0.24
H (-3.873475, 3.947132, -0.464898)  0.25
C (5.081752, 0.927576, 3.898154)  -0.43
N (3.751072, 0.765743, 3.310754)  -0.35
C (2.491357, 0.882918, 4.037480)  -0.31
C (1.528467, 0.618326, 2.917580)  0.65
O (0.273431, 0.595115, 2.953948)  -0.61
N (2.158783, 0.395033, 1.765776)  -0.68
C (3.500445, 0.497633, 2.036509)  0.66
N (4.425338, 0.340960, 1.109595)  -0.73
H (4.966548, 1.114158, 4.961705)  0.25
H (5.595301, 1.778602, 3.451187)  0.23
H (5.665279, 0.015891, 3.770974)  0.23
H (2.349133, 1.879091, 4.460643)  0.27
H (2.400106, 0.140133, 4.832268)  0.27
H (4.155868, 0.137024, 0.161841)  0.44
H (5.407617, 0.414859, 1.321728)  0.44

Cartesian forces (eV/Å) of the 2 atoms listed first:
Pd -0.090 0.140 -0.472
Br -0.107 0.163 -0.059